Entry from the OMol25 dataset: a structure of composition C7H6CrN2O6 (ωB97M-V with the def2-TZVPD basis set).

Its spin multiplicity is 5. The strongest force on any atom is 9.46 eV Å⁻¹. The expectation value of S² is 6.0209. Its net charge is +2. The value obtained for the total energy is -1875.08414 a.u. For the LUMO energy (spin up / spin down), the calculation gives -8.82 / -11.47 eV. The calculation puts the frontier orbital gap (spin up / spin down) at 7.60 / 5.63 eV.

Positions of all 22 atoms, in Å:
1 O 1.04268 2.57101 -4.22099
2 C 0.79110 2.01894 -3.24932
3 Cr 0.30435 0.94933 -1.37582
4 O 0.93450 3.30699 0.46203
5 C 0.70538 2.44867 -0.28782
6 C -0.17553 -0.62558 -2.30663
7 O -0.49946 -1.61451 -2.82934
8 C 2.08623 0.35405 -1.16154
9 O 3.17353 -0.02093 -0.97804
10 C -1.51140 1.49320 -1.41017
11 O -2.64018 1.76221 -1.33915
12 C -1.33677 -0.38559 2.84538
13 N -0.52669 -1.33580 2.13197
14 C 0.01622 -1.10892 0.92406
15 N 0.74605 -2.12947 0.39537
16 O -0.15354 -0.00233 0.32627
17 H -1.44082 0.54059 2.26603
18 H -0.87784 -0.15479 3.81759
19 H -2.33415 -0.80815 3.03454
20 H -0.35312 -2.23411 2.55003
21 H 1.19915 -2.03739 -0.51538
22 H 0.85030 -2.98741 0.92093

***

Entry from the OMol25 dataset: a structure of composition C28H31Cl5MnNP (ωB97M-V with the def2-TZVPD basis set).

The energy above the lowest of the compared OMol25 structures with the same formula, charge and spin comes out at 0.00 kcal/mol. Its spin multiplicity is 5. The strongest force on any atom is 1.93 eV Å⁻¹. The expectation value of S² is 6.1194. Its net charge is +1. The value obtained for the total energy is -4933.42243 a.u. For the LUMO energy (spin up / spin down), the calculation gives -4.41 / -3.65 eV. The calculation puts the frontier orbital gap (spin up / spin down) at 6.06 / 6.96 eV.

Positions of all 67 atoms, in Å:
1 Mn 0.16888 -0.41297 -1.23238
2 Cl -0.70584 0.30416 -3.18925
3 C 0.40932 -0.94770 -3.71169
4 C 0.97424 -1.62815 -2.64144
5 C 1.82095 -2.67157 -3.00785
6 Cl 2.58472 -3.64656 -1.81456
7 C 2.08186 -2.97576 -4.35007
8 Cl 3.14017 -4.26169 -4.75895
9 C 1.48356 -2.23675 -5.37423
10 Cl 1.79145 -2.60935 -7.01286
11 C 0.61707 -1.19481 -5.05190
12 Cl -0.17472 -0.26914 -6.25887
13 C 1.87846 -3.48372 2.47791
14 C 2.12552 -2.45947 1.37191
15 C 3.18223 -1.41148 1.74312
16 P 0.60793 -1.58583 0.76577
17 C -0.78846 -2.81057 0.86132
18 C -0.54380 -3.99237 -0.07853
19 C -2.09356 -2.10357 0.48986
20 C 0.18983 -0.31648 1.99552
21 C 0.34069 -0.40023 3.37629
22 C 0.06590 0.67917 4.20193
23 C 0.26701 0.59720 5.68962
24 C -0.35495 1.86844 3.60386
25 C -0.51385 1.97927 2.23872
26 C -0.25466 0.88139 1.40371
27 N -0.35400 0.92865 0.02581
28 C -0.84988 2.10684 -0.61350
29 C 0.06420 2.94963 -1.27433
30 C 1.54406 2.65861 -1.22370
31 C -0.40255 4.09201 -1.90816
32 C -1.75086 4.42135 -1.91362
33 C -2.25951 5.65636 -2.60097
34 C -2.63873 3.57685 -1.25567
35 C -2.22046 2.42756 -0.60199
36 C -3.23138 1.53892 0.06491
37 H 2.83336 -3.94759 2.72829
38 H 1.20248 -4.27574 2.15925
39 H 1.48058 -3.04339 3.38843
40 H 2.48750 -2.99513 0.49891
41 H 2.91743 -0.87847 2.65423
42 H 3.29505 -0.67794 0.94067
43 H 4.14577 -1.89675 1.89778
44 H -0.84114 -3.14162 1.90007
45 H -0.51735 -3.64404 -1.11380
46 H -1.35359 -4.71647 0.01634
47 H 0.39548 -4.50172 0.12968
48 H -2.01710 -1.66793 -0.51623
49 H -2.33129 -1.31521 1.20127
50 H -2.91825 -2.81625 0.46568
51 H 0.68341 -1.31731 3.83358
52 H 0.44533 -0.42716 6.01200
53 H -0.59924 0.98828 6.22371
54 H 1.12810 1.20061 5.98497
55 H -0.55411 2.73210 4.22747
56 H -0.81875 2.91875 1.79668
57 H 1.93999 2.91814 -0.23965
58 H 2.08032 3.23768 -1.97320
59 H 1.78380 1.60195 -1.38392
60 H 0.30535 4.74909 -2.40167
61 H -1.51180 6.07943 -3.26925
62 H -2.52669 6.41766 -1.86528
63 H -3.15948 5.43323 -3.17384
64 H -3.69679 3.81541 -1.25941
65 H -4.23953 1.89972 -0.12937
66 H -3.08380 1.50218 1.14510
67 H -3.15593 0.52024 -0.31420

***

Entry from the OMol25 dataset: a cluster of 2 separate species, C17H34BCl2N4O4 in total (ωB97M-V with the def2-TZVPD basis set).

Its spin multiplicity is 1. The strongest force on any atom is 1.72 eV Å⁻¹. Its net charge is +1. The value obtained for the total energy is -2133.17702 a.u. For the LUMO energy, the calculation gives -3.14 eV. The calculation puts the frontier orbital gap at 7.91 eV.

Positions of all 62 atoms, in Å:
1 C 2.17751 -1.87781 -0.96183
2 C 1.95845 -1.20902 -2.32752
3 O 0.99998 -0.16170 -2.17907
4 B -0.32956 -0.39342 -2.02278
5 O -0.97327 -1.44139 -2.65841
6 C -1.12785 0.54173 -0.95671
7 C -1.86565 -0.43833 0.00672
8 C -0.06018 1.22537 -0.18388
9 N 0.77172 1.65069 0.46739
10 C -2.01854 1.61656 -1.69399
11 C -1.09834 2.21528 -2.70513
12 N -0.39268 2.59514 -3.51266
13 C -3.14941 1.04517 -2.61607
14 C -4.33250 0.18670 -2.14860
15 O -3.95417 -1.09155 -1.64850
16 C -5.33044 0.81545 -1.16332
17 N -4.92895 0.65819 0.23639
18 C -2.63280 2.79895 -0.81991
19 Cl -2.59939 2.50522 0.93740
20 C -2.09355 4.20832 -1.12008
21 C -0.70340 4.55858 -0.62062
22 Cl -3.28752 5.37193 -0.39730
23 H 1.79321 -1.17959 -0.20625
24 H 3.24634 -2.00876 -0.75629
25 H 1.66041 -2.83842 -0.88148
26 H 2.87865 -0.72627 -2.67060
27 H 1.65558 -1.92879 -3.09684
28 H -0.87230 -1.43241 -3.61855
29 H -2.80635 -0.03313 0.38320
30 H -2.10006 -1.37377 -0.50831
31 H -1.21288 -0.66304 0.85815
32 H -3.60647 1.93238 -3.08528
33 H -2.66465 0.50774 -3.44268
34 H -4.90648 0.04307 -3.08051
35 H -3.94027 -1.72388 -2.37643
36 H -5.48658 1.87400 -1.41819
37 H -6.29349 0.32055 -1.34975
38 H -5.55345 0.01669 0.70869
39 H -4.99217 1.53881 0.73564
40 H -3.69248 2.83759 -1.08450
41 H -2.20714 4.40381 -2.19216
42 H -0.57200 4.26355 0.42319
43 H -0.54671 5.63778 -0.70910
44 H 0.06483 4.05997 -1.22077
45 C 5.40111 -3.03576 3.94410
46 C 4.92188 -1.60781 3.77029
47 C 3.40630 -1.44304 3.65670
48 O 2.98954 -1.90989 2.39313
49 C 2.25752 -3.13819 2.35099
50 N 5.44650 -1.07273 2.45344
51 H 5.16425 -3.64754 3.07161
52 H 6.47820 -3.07709 4.11043
53 H 4.91438 -3.47980 4.81064
54 H 5.32297 -0.96833 4.55630
55 H 3.15084 -0.38095 3.71722
56 H 2.90160 -1.95609 4.47682
57 H 1.62844 -3.24355 3.23554
58 H 2.91224 -4.00702 2.25965
59 H 1.61914 -3.07798 1.47448
60 H 6.41894 -1.32761 2.28226
61 H 5.35521 -0.05683 2.38827
62 H 4.83593 -1.47773 1.72539